Molecular formula: C4H6NO
Method: DFT, the ωB97M-V functional and the def2-TZVPD basis

Geometry (Å):
1 C 0.67958 1.22711 1.46904
2 C -1.22536 0.02626 -1.80624
3 C 0.54282 -0.13519 1.39904
4 C 0.38169 -0.58464 -0.21248
5 N -0.90655 -0.25150 -0.62289
6 O 0.58333 2.33241 1.63386
7 H -0.46283 0.04151 -2.59746
8 H -2.32943 0.13579 -2.13185
9 H 1.39677 -0.76577 1.88926
10 H -0.34667 -0.31749 2.00469
11 H 1.15172 -0.00966 -0.80791
12 H 0.53494 -1.69884 -0.21705

Its total charge is +1. As for the total energy: -7773.12527 eV. As for the frontier orbital gap: 8.8 eV. As for the relative energy (zero: lowest compared OMol25 entry of this formula, charge and spin): 171.0 kJ/mol. For the LUMO energy, the calculation gives -5.3325 eV. The multiplicity is 1. The strongest force on any atom comes out at 3.869 eV/Å.

These are the Löwdin partial charges, in e, on atoms 1 to 2:
1. C -0.01
2. C 0.01

Molecular formula: C28H27N3SSiY
Method: DFT, the ωB97M-V functional and the def2-TZVPD basis

Geometry (Å):
1 C 0.14106 2.04609 0.74961
2 C 0.27985 2.19504 -0.66357
3 C -0.82613 1.55184 -1.28758
4 H 1.11658 2.66467 -1.19438
5 C -1.63791 0.96536 -0.25535
6 C -1.04830 1.29211 1.00660
7 H -1.43793 1.04178 1.99907
8 H 0.81964 2.42257 1.51209
9 H -1.12178 1.63212 -2.33598
10 H -2.53656 0.38408 -0.42502
11 Y 0.42662 -0.25933 -0.14344
12 C -0.52602 -3.65681 -3.96829
13 H 1.34558 -0.03000 -2.91368
14 H -0.49514 -2.58684 -3.54124
15 H 0.41748 -3.56056 -4.52904
16 Si 0.45346 -0.26110 -4.20224
17 C 1.65296 -0.83128 -5.54218
18 C 2.54700 0.22789 -5.85132
19 H 2.36135 1.21721 -5.41798
20 C 3.65783 0.00568 -6.67925
21 H 4.32801 0.84296 -6.87689
22 C 3.87722 -1.22606 -7.30762
23 H 4.75118 -1.37826 -7.96939
24 C 2.92046 -2.23686 -7.11111
25 H 3.02495 -3.17808 -7.65632
26 C 1.78089 -2.02960 -6.29724
27 H 1.01794 -2.81665 -6.26542
28 C -0.99818 0.35196 -5.37453
29 C -0.95034 0.48809 -6.79362
30 H -0.20247 -0.00085 -7.42172
31 C -1.92021 1.22716 -7.50151
32 H -1.83524 1.42253 -8.57334
33 C -3.08218 1.66522 -6.85008
34 H -3.85263 2.24680 -7.37907
35 C -3.28765 1.24557 -5.52985
36 H -4.25640 1.44269 -5.06248
37 C -2.30630 0.50819 -4.84352
38 H -2.59864 -0.00371 -3.92689
39 H -0.23168 -4.49049 -3.24417
40 H -1.40167 -4.05365 -4.55877
41 N -0.38984 -2.55369 3.65412
42 C 0.04614 -1.54394 4.50915
43 C -0.16147 -1.44555 5.87749
44 C 0.15723 -0.20867 6.47292
45 C 0.65374 0.85007 5.68923
46 C 0.85574 0.69606 4.30090
47 C 0.53169 -0.51624 3.67647
48 N 0.39743 -0.91936 2.32341
49 C -0.18456 -2.15831 2.37538
50 C -0.81678 -2.81027 1.23706
51 C -1.54532 -3.97544 1.17894
52 S -2.35602 -4.15808 -0.37241
53 C -1.69390 -2.67540 -0.88635
54 N -0.88611 -2.09183 0.02851
55 H -0.82725 -3.42300 3.94852
56 H -0.53823 -2.32390 6.43449
57 H 0.00210 -0.08035 7.54034
58 H 0.90114 1.79345 6.19829
59 H 1.24432 1.50988 3.70971
60 H -1.62852 -4.69450 1.98397
61 H -1.97620 -2.18949 -1.83060

Its total charge is +1. As for the total energy: -53690.96693 eV. As for the frontier orbital gap (spin up / spin down): 5.7 / 4.2 eV. As for the relative energy (zero: lowest compared OMol25 entry of this formula, charge and spin): 0.0 kJ/mol. For the LUMO energy (spin up / spin down), the calculation gives -3.2755 / -3.3931 eV. The multiplicity is 1. The strongest force on any atom comes out at 2.474 eV/Å.

These are the Löwdin partial charges, in e, on atoms 1 to 2:
1. C -0.20
2. C -0.20

Molecular formula: C73H162N15O21
Method: DFT, the ωB97M-V functional and the def2-TZVPD basis

Geometry (Å):
1 C 0.20216 -5.41159 -0.15186
2 C 0.57662 -4.06518 0.44361
3 C -0.19003 -2.98275 -0.24317
4 N -0.04864 -1.54570 0.25970
5 C -0.12895 -1.30221 1.73440
6 C -1.16101 -0.76603 -0.40070
7 C -0.73220 0.63395 -0.55540
8 C 0.81365 0.52947 -0.50006
9 C 1.20543 -0.96961 -0.27553
10 H 0.59864 -5.49437 -1.14338
11 H -0.86975 -5.58754 -0.13679
12 H 0.67900 -6.23004 0.37989
13 H 1.64599 -3.85484 0.33088
14 H 0.34687 -4.06398 1.52706
15 H -1.26391 -3.18783 -0.26006
16 H 0.13213 -2.91531 -1.27447
17 H 0.68316 -1.77607 2.27084
18 H -1.07170 -1.73523 2.04474
19 H -0.13683 -0.21319 1.81724
20 H -2.04513 -0.92953 0.23452
21 H -1.35487 -1.23746 -1.36415
22 H -1.08175 1.22021 0.27718
23 H -1.04809 1.04440 -1.49648
24 H 1.13097 1.11177 0.39579
25 H 1.34460 0.88564 -1.35773
26 H 2.05023 -1.06061 0.42204
27 H 1.50875 -1.49609 -1.18603
28 C -4.95434 -3.88266 -0.95377
29 C -4.87371 -3.33046 -2.36226
30 C -4.53057 -1.90540 -2.43210
31 N -4.95095 -1.37133 -3.86060
32 C -4.14165 -2.06389 -4.97830
33 C -4.68626 0.15063 -3.92606
34 C -5.95986 0.73399 -4.61193
35 C -6.73991 -0.47371 -5.11497
36 C -6.40226 -1.61923 -4.09356
37 H -5.69086 -3.34590 -0.34166
38 H -3.96372 -3.73254 -0.50637
39 H -5.22071 -4.90669 -0.99929
40 H -5.84545 -3.49194 -2.84388
41 H -4.14524 -3.86857 -2.97866
42 H -3.47298 -1.66669 -2.30364
43 H -5.14940 -1.25506 -1.81855
44 H -4.41269 -3.12951 -4.95554
45 H -3.10611 -1.78710 -4.76080
46 H -4.35303 -1.68534 -5.96162
47 H -3.77863 0.27836 -4.53420
48 H -4.64706 0.59687 -2.93711
49 H -5.76873 1.55551 -5.27958
50 H -6.58890 1.12202 -3.81101
51 H -6.54390 -0.75443 -6.15915
52 H -7.81345 -0.22285 -5.08781
53 H -6.58823 -2.52309 -4.63000
54 H -6.88965 -1.54980 -3.11731
55 C -0.79777 1.51712 5.12024
56 C 0.70601 1.53537 5.25336
57 C 1.10914 2.69506 6.18442
58 N 2.60049 2.93970 6.27217
59 C 3.12745 3.33985 4.95144
60 C 3.34074 1.76147 6.86900
61 C 3.02577 1.76169 8.37165
62 C 2.74901 3.30645 8.63388
63 C 2.87725 4.02967 7.30028
64 H -1.03478 2.35308 4.44321
65 H -1.38322 1.73717 6.02126
66 H -1.13627 0.56086 4.69973
67 H 1.09070 1.65213 4.24291
68 H 1.08401 0.56319 5.60261
69 H 0.75589 2.45902 7.17734
70 H 0.67044 3.63423 5.86352
71 H 3.09732 2.47087 4.29192
72 H 4.13793 3.71362 5.03472
73 H 2.48100 4.17980 4.66836
74 H 4.37381 1.92104 6.61416
75 H 3.04181 0.85572 6.39051
76 H 3.93060 1.40042 8.88045
77 H 2.20032 1.14310 8.65185
78 H 3.42172 3.66630 9.43198
79 H 1.83089 3.46979 9.14281
80 H 3.90079 4.34379 7.11921
81 H 2.37888 4.97116 7.16462
82 C -3.75697 -6.14792 5.68555
83 C -3.07227 -4.83313 5.40417
84 C -4.13511 -3.80376 5.05121
85 N -3.57059 -2.39249 4.76597
86 C -2.47600 -2.46395 3.73075
87 C -3.18390 -1.58057 5.92604
88 C -3.67473 -0.19756 5.57280
89 C -5.05578 -0.52741 5.03783
90 C -4.73001 -1.66103 4.10412
91 H -4.37762 -6.37729 4.78722
92 H -4.41303 -6.11524 6.58427
93 H -3.00604 -6.94440 5.88509
94 H -2.48612 -4.98147 4.49088
95 H -2.36629 -4.51044 6.17245
96 H -4.83966 -3.66601 5.85941
97 H -4.64985 -4.05985 4.12332
98 H -1.74127 -3.20054 3.97909
99 H -1.95399 -1.50838 3.71386
100 H -2.93427 -2.74335 2.79419
101 H -2.09206 -1.63366 6.07163
102 H -3.64466 -1.93252 6.86370
103 H -3.07231 0.25749 4.77866
104 H -3.61991 0.45897 6.43438
105 H -5.53001 0.34344 4.60639
106 H -5.67237 -0.76803 5.85985
107 H -4.36948 -1.23037 3.16828
108 H -5.47335 -2.39988 3.89462
109 C 6.40616 -0.92328 -7.96635
110 C 5.25842 -0.92295 -7.02635
111 C 5.45439 -1.79641 -5.81013
112 N 4.21926 -1.84606 -4.87908
113 C 2.96572 -2.41739 -5.48373
114 C 3.90304 -0.42580 -4.40365
115 C 3.37838 -0.61418 -2.97734
116 C 3.65757 -2.07205 -2.60542
117 C 4.68473 -2.56437 -3.62078
118 H 6.37161 -0.09555 -8.64426
119 H 6.47636 -1.81204 -8.56190
120 H 7.34573 -0.92189 -7.43262
121 H 4.42253 -1.32513 -7.59255
122 H 5.06800 0.05121 -6.63155
123 H 6.16356 -1.33312 -5.13875
124 H 5.77404 -2.83878 -5.95167
125 H 2.16886 -2.29301 -4.76654
126 H 3.09987 -3.47580 -5.74402
127 H 2.71264 -1.88488 -6.37885
128 H 3.13613 -0.10959 -5.08699
129 H 4.79205 0.23582 -4.43485
130 H 2.30655 -0.49687 -2.85993
131 H 3.97485 0.10890 -2.40895
132 H 2.75962 -2.67200 -2.72934
133 H 4.07002 -2.23855 -1.58285
134 H 4.65943 -3.63950 -3.69263
135 H 5.70696 -2.22959 -3.44967
136 C -4.18320 4.93456 -2.90691
137 C -3.40357 3.71930 -3.39670
138 C -2.31746 4.09586 -4.45228
139 C -1.27249 2.99754 -4.89508
140 N -0.67879 3.24092 -6.33717
141 C 0.02990 4.60102 -6.45281
142 C -0.87141 5.58752 -7.14390
143 C -2.06602 4.81096 -7.64979
144 C -1.72835 3.26157 -7.39752
145 C 0.31146 2.08375 -6.53008
146 C 0.99787 1.95191 -7.90172
147 C 2.03583 0.78636 -7.94953
148 H -4.68375 5.38402 -3.77481
149 H -3.58837 5.72174 -2.39120
150 H -5.02152 4.51140 -2.32036
151 H -4.11916 3.07444 -3.97152
152 H -2.99976 3.21310 -2.52124
153 H -1.66814 4.91004 -4.11694
154 H -2.86029 4.29088 -5.35995
155 H -1.68793 1.99507 -4.87915
156 H -0.37834 3.00512 -4.25674
157 H 1.01711 4.42406 -6.96497
158 H 0.30687 4.89198 -5.43521
159 H -0.38378 6.04657 -8.01829
160 H -1.15837 6.48101 -6.56315
161 H -2.18955 4.97924 -8.70743
162 H -2.99053 4.98770 -7.13571
163 H -1.39997 2.77653 -8.32408
164 H -2.65212 2.78480 -7.03756
165 H -0.25713 1.15337 -6.34823
166 H 0.99945 2.22620 -5.69907
167 H 1.45321 2.83329 -8.39788
168 H 0.19590 1.62870 -8.59220
169 H 2.52865 0.68448 -8.93475
170 H 1.55799 -0.16492 -7.75271
171 H 2.75631 1.05100 -7.18759
172 C -2.07646 8.40429 -2.08434
173 C -1.26269 8.58653 -0.82601
174 C -1.78722 7.64025 0.25691
175 C -1.55750 6.16508 -0.10002
176 N -1.54041 5.28916 1.09155
177 C -0.34589 5.50531 2.05344
178 C -0.29010 4.18379 2.84151
179 C -0.53787 3.12173 1.74121
180 C -1.31439 3.85844 0.65407
181 C -2.80748 5.35841 1.84487
182 C -4.08538 5.13610 1.06829
183 C -5.30054 5.09516 1.98314
184 H -3.16166 8.55913 -1.86580
185 H -1.98263 7.38919 -2.41697
186 H -1.74283 9.04541 -2.90223
187 H -1.40899 9.59756 -0.47260
188 H -0.18449 8.47142 -1.00836
189 H -2.81772 7.76532 0.54425
190 H -1.25886 7.81362 1.20300
191 H -0.57379 6.07583 -0.53942
192 H -2.35871 5.68117 -0.64765
193 H -0.41099 6.42565 2.60467
194 H 0.50834 5.55047 1.33506
195 H -1.06100 4.12525 3.60771
196 H 0.62908 4.00000 3.43688
197 H -1.12949 2.32647 2.13858
198 H 0.40526 2.76866 1.34156
199 H -2.29456 3.38183 0.52075
200 H -0.84734 3.90276 -0.33077
201 H -2.84973 6.37055 2.26753
202 H -2.73344 4.58201 2.61570
203 H -4.03735 4.19388 0.50796
204 H -4.27330 5.96467 0.39345
205 H -5.31914 6.00048 2.63064
206 H -5.29225 4.24425 2.64204
207 H -6.17244 5.19189 1.31679
208 C 8.03417 -3.65513 -0.51198
209 C 6.73314 -3.04927 0.16585
210 C 6.37427 -3.69574 1.47020
211 C 5.04075 -3.19131 2.09172
212 N 4.58445 -3.81775 3.42078
213 C 3.28151 -3.26862 3.86279
214 C 3.28212 -3.31078 5.38422
215 C 4.73543 -3.62549 5.82675
216 C 5.51569 -3.43813 4.57155
217 C 4.41743 -5.33411 3.34494
218 C 3.62794 -5.76836 2.09124
219 C 2.82975 -7.02920 2.24050
220 H 7.96064 -4.74074 -0.46422
221 H 8.93413 -3.33485 0.03573
222 H 8.08417 -3.49229 -1.59709
223 H 5.93939 -3.21543 -0.56117
224 H 6.80935 -1.94547 0.31051
225 H 7.23331 -3.63637 2.13116
226 H 6.24147 -4.77332 1.26847
227 H 4.21989 -3.29248 1.40706
228 H 5.02201 -2.10571 2.39101
229 H 2.44567 -3.80408 3.43459
230 H 3.25329 -2.26163 3.42202
231 H 2.68849 -4.16821 5.70531
232 H 2.88060 -2.38569 5.77904
233 H 4.82490 -4.66614 6.17792
234 H 5.06522 -3.03524 6.69446
235 H 6.37637 -4.07560 4.50756
236 H 5.70820 -2.38246 4.37232
237 H 3.88289 -5.63880 4.24301
238 H 5.44931 -5.72629 3.39926
239 H 4.33716 -6.00953 1.27034
240 H 2.99887 -4.96925 1.66493
241 H 2.13170 -7.11081 3.07452
242 H 3.57152 -7.83940 2.24003
243 H 2.24848 -7.15114 1.30896
244 N -3.39353 -4.68111 1.71027
245 O -4.38444 -3.83981 1.71270
246 O -2.26525 -4.20246 1.38464
247 O -3.53640 -5.87288 1.97167
248 N 3.19158 0.37298 2.53057
249 O 3.68538 0.11805 3.70176
250 O 2.42062 1.36638 2.40285
251 O 3.51384 -0.29994 1.53572
252 N 3.16848 -8.29220 -1.05866
253 O 2.92830 -9.43852 -1.45013
254 O 4.32988 -8.00699 -0.62060
255 O 2.26932 -7.39957 -1.04126
256 N -3.31739 1.52396 1.73873
257 O -3.46714 1.78310 0.48153
258 O -3.19924 2.46138 2.56023
259 O -3.14829 0.33791 2.10252
260 N -0.14203 -0.90924 -4.25599
261 O -1.31857 -0.45002 -4.34474
262 O 0.11987 -1.66351 -3.28941
263 O 0.69078 -0.60972 -5.17067
264 N 0.78433 4.86813 -2.37318
265 O 1.41081 4.53196 -3.42220
266 O 1.31697 5.57646 -1.47100
267 O -0.44265 4.48740 -2.27573
268 N 0.12246 -2.71249 5.18462
269 O 0.24144 -1.43379 5.34477
270 O -0.21925 -3.46041 6.12540
271 O 0.33414 -3.22394 4.05326

Its total charge is +1. As for the total energy: -143643.71058 eV. As for the frontier orbital gap: 5.9 eV. For the LUMO energy, the calculation gives -1.7647 eV. The multiplicity is 1. The strongest force on any atom comes out at 2.702 eV/Å.

These are the Löwdin partial charges, in e, on atoms 1 to 2:
1. C -0.07
2. C -0.22